(1)
A single C4H6N2 molecule, computed with the ωB97M-V functional and the def2-TZVPD basis.

```
! wB97M-V def2-TZVPD RIJCOSX def2/J DEFGRID3
* xyz 0 1
H 1.3436 0.3917 -1.8712
H 0.8654 0.5476 1.8749
C 0.0863 0.1835 -0.1539
C -0.7204 -1.0152 1.5200
H 0.1677 1.7052 -1.6855
H -0.9128 -1.5054 2.4661
N -1.3754 -1.4316 0.4483
N -0.8745 -0.6887 -0.5494
H -1.2060 -0.8508 -1.4877
C 0.8317 1.0268 -1.1384
C 0.2036 0.0090 1.2090
H 1.5907 1.6278 -0.6323
*
```

(2)
A single C4H6N2 molecule, computed with the ωB97M-V functional and the def2-TZVPD basis.

```
! wB97M-V def2-TZVPD RIJCOSX def2/J DEFGRID3
* xyz 0 1
C -0.6937 0.3989 1.6953
H -1.3909 -0.5055 -0.9045
N -1.6772 0.3705 2.3056
C 0.5560 0.4849 0.9663
H -0.2907 1.7018 -0.4487
H 1.4277 0.5252 1.6148
N 0.6342 1.3388 -0.2247
C -0.3870 -0.9058 -1.0813
H 1.7016 -0.4424 -0.6332
C 0.6936 -0.1046 -0.3977
H -0.3680 -1.9431 -0.7304
H -0.2054 -0.9187 -2.1615
*
```

(3)
2 unconnected molecules or ions with the total composition C4H6N2, computed with the ωB97M-V functional and the def2-TZVPD basis.

```
! wB97M-V def2-TZVPD RIJCOSX def2/J DEFGRID3
* xyz 0 1
C -2.0261 -0.6771 -0.1713
C 1.6906 1.0220 0.4352
C 0.5358 1.8600 0.2573
H 2.4498 1.3937 1.1169
H -1.8208 0.3787 -0.3599
N -0.3947 2.5362 0.1119
H 2.6927 -0.7599 -0.0473
C 1.8107 -0.1445 -0.1987
H -3.0203 -0.9185 0.2237
N -1.1196 -1.5332 -0.4085
H -1.4432 -2.4747 -0.1750
H 1.0249 -0.5319 -0.8417
*
```

(4)
A single C4H6N2 molecule, computed with the ωB97M-V functional and the def2-TZVPD basis.

```
! wB97M-V def2-TZVPD RIJCOSX def2/J DEFGRID3
* xyz 0 1
C -1.9094 -0.3166 0.0862
N 1.5166 0.6476 -0.5280
C -0.4590 -0.2239 0.0841
H -2.3144 -0.4546 -0.9266
N 0.3987 -1.2357 0.0017
H -2.4198 0.5553 0.5122
C 1.5853 -0.6296 -0.0455
H 2.3315 1.2592 -0.4914
H 0.6320 1.6877 0.8265
C 0.2581 0.9538 -0.0812
H -2.2060 -1.1996 0.6661
H 2.5864 -1.0436 -0.1041
*
```

(5)
A single C4H6N2 molecule, computed with the ωB97M-V functional and the def2-TZVPD basis.

```
! wB97M-V def2-TZVPD RIJCOSX def2/J DEFGRID3
* xyz 0 1
H 0.6559 -0.7591 1.2596
H -1.9604 0.2584 -1.1618
C 0.6456 -0.2520 0.2833
H -1.9710 -0.5203 0.4488
H -0.3016 -1.9108 -0.6070
N 3.1524 0.2017 -0.3480
C -1.3348 -0.0723 -0.3293
C -0.3442 0.9353 0.2843
H -0.0392 1.7188 -0.4142
H -0.5905 1.3635 1.2585
C 2.0413 0.0044 -0.0954
N -0.1889 -0.9108 -0.7290
*
```

(6)
2 unconnected molecules or ions with the total composition C4H6N2, computed with the ωB97M-V functional and the def2-TZVPD basis.

```
! wB97M-V def2-TZVPD RIJCOSX def2/J DEFGRID3
* xyz 0 1
H -2.6817 -0.4072 0.6547
H 2.4054 -1.3967 -2.2033
C 1.2511 -0.5807 -0.6280
H 0.8183 -2.1507 -1.9852
C 1.6704 -1.7122 -1.4559
H -1.5266 3.1590 1.2683
C -2.5749 0.3900 1.3704
H 2.1269 -2.4954 -0.8421
N -1.1284 2.3085 1.6712
C 0.9163 0.3529 0.0564
H 0.6106 1.1778 0.6721
N -1.8874 1.3547 1.4214
*
```

(7)
A single C4H6N2 molecule, computed with the ωB97M-V functional and the def2-TZVPD basis.

```
! wB97M-V def2-TZVPD RIJCOSX def2/J DEFGRID3
* xyz 0 1
N 1.5711 -2.8390 0.7216
C -0.9000 0.1431 0.4880
C 1.0511 -1.8396 0.5947
H -1.8520 -0.5425 0.6183
C -0.6608 0.9731 -0.7581
H 1.2920 0.3816 0.7918
C 0.5825 -0.5090 0.4142
H -1.3583 0.7443 -1.4536
H 1.4307 0.6547 -1.1486
H -1.1290 0.6660 1.4308
N 0.6204 0.1643 -0.8618
H -0.6476 2.0027 -0.8373
*
```

(8)
2 unconnected molecules or ions with the total composition C4H6N2, computed with the ωB97M-V functional and the def2-TZVPD basis.

```
! wB97M-V def2-TZVPD RIJCOSX def2/J DEFGRID3
* xyz 0 1
H 2.0982 0.4634 0.5593
H -1.3109 2.2377 0.6853
N -1.1601 -0.0821 -0.8000
C -0.6221 -2.2032 0.8895
H -1.7133 1.6155 0.7305
C 1.4398 0.6841 -0.2842
H 1.8719 0.2374 -1.1877
C -0.5877 -0.9291 0.3207
H 1.3692 1.7632 -0.4353
N -0.5446 -3.2776 1.3198
C 0.1357 0.0432 -0.0987
H -0.9762 -0.5525 -1.6991
*
```

(9)
A single C4H6N2 molecule, computed with the ωB97M-V functional and the def2-TZVPD basis.

```
! wB97M-V def2-TZVPD RIJCOSX def2/J DEFGRID3
* xyz 0 1
H 1.5657 -0.5371 0.7502
C -0.6728 -0.3479 -0.9030
H 1.7554 2.2379 1.1466
C 0.7629 0.4162 0.9196
H -1.0794 -2.2793 0.6758
H -0.8721 -0.7018 -2.7731
N -0.5298 -1.5930 1.1911
N -0.3029 -0.9231 -1.9574
C 0.8641 1.7144 0.8305
H -1.4982 0.3694 -0.8092
H 0.0288 2.3284 0.5117
C -0.0218 -0.6842 0.4171
*
```

(10)
A single C4H6N2 molecule, computed with the ωB97M-V functional and the def2-TZVPD basis.

```
! wB97M-V def2-TZVPD RIJCOSX def2/J DEFGRID3
* xyz 0 1
H 0.1815 0.7455 -3.0586
N -1.4075 -0.1505 -1.8513
H -0.1303 1.0613 1.8055
C 0.0632 -0.4285 0.2395
H 0.4236 -0.5294 2.3647
H 0.6458 -2.1516 0.7101
C 0.4889 0.1969 1.5496
C -0.3693 0.4638 -2.1706
H -1.0245 1.3938 -0.2885
H 1.5273 0.5425 1.4874
N 0.2075 -1.6538 -0.0674
C -0.5988 0.4946 -0.7372
*
```

Q: Which energy above the lowest of the compared OMol25 structures with the same formula, charge and spin values were calculated for the entries above? A: 11.3 35.1 47.4 70.0 35.5 118.6 88.6 111.8 97.7 59.4, in kcal/mol.
Q: Which gap between HOMO and LUMO values were calculated for the entries above? A: 10.04 11.05 10.86 8.52 10.72 10.13 9.60 9.20 9.95 10.91, in eV.